A structure of composition C23H28CaF6N6O6S3, computed with ωB97M-V with the def2-TZVPD basis set.

Geometry as XYZ:
```
73
Properties=species:S:1:pos:R:3:forces:R:3
Ca 1.656581 0.870873 1.131730 -0.21 -0.19 -0.82
O 5.089485 -0.075380 3.331671 -0.10 -0.04 0.06
C 4.004159 -0.102838 2.790663 0.47 0.13 0.06
N 3.708316 0.121274 1.469009 -0.07 -0.22 0.40
C 4.688286 0.168520 0.543925 0.55 -0.14 0.24
O 5.873027 -0.041143 0.702254 0.22 -0.07 -0.37
C 4.193739 0.482807 -0.855970 0.83 -0.44 -0.14
C 4.987901 0.035866 -1.918710 -0.44 0.17 0.08
C 4.570510 0.327453 -3.201956 0.09 0.09 0.14
C 3.439679 1.115624 -3.374398 -0.10 0.03 0.35
C 2.729326 1.516816 -2.255020 -0.08 0.19 -0.50
N 3.069065 1.164473 -1.014049 -0.05 0.13 0.27
C 2.783730 -0.362946 3.656383 0.14 0.01 0.23
C 2.894657 -0.157686 5.027646 -0.04 -0.23 -0.05
C 1.801437 -0.436211 5.822237 -0.21 -0.01 -0.02
C 0.639727 -0.920243 5.226526 0.32 0.04 -0.03
C 0.615406 -1.071895 3.851978 0.02 0.40 0.34
N 1.651955 -0.762182 3.073553 0.24 -0.09 -0.20
H 5.878530 -0.528863 -1.686691 0.03 0.04 -0.04
H 5.126260 -0.010302 -4.059582 0.15 -0.11 -0.15
H 3.105519 1.416974 -4.351210 -0.05 0.06 -0.20
H 1.833328 2.118869 -2.357940 0.13 -0.09 0.02
H 3.823092 0.206942 5.439577 0.06 -0.01 -0.09
H 1.840169 -0.262887 6.891968 -0.02 -0.03 -0.08
H -0.239768 -1.122536 5.811261 -0.14 -0.11 0.07
H -0.292167 -1.349613 3.348758 -0.21 -0.20 -0.13
F -0.898585 4.628951 2.605359 0.00 0.41 -0.19
C -0.467227 3.661236 1.825182 -0.05 -0.38 0.15
F 0.713996 3.999797 1.284298 0.04 0.18 -0.08
F -1.293882 3.420878 0.825643 0.03 0.25 0.20
S -0.110659 2.145367 2.886207 -0.04 -0.42 0.62
O -0.505205 1.014910 2.047786 0.43 0.55 0.07
O 1.327146 2.261573 3.086095 -0.14 -0.11 -0.30
N -0.821580 2.168499 4.269539 -0.40 0.21 -0.47
S -2.421744 2.211149 4.078514 0.32 0.32 0.88
O -2.752551 2.595415 2.741497 -0.72 -0.08 -0.23
O -2.979360 2.882749 5.200047 -0.36 -0.24 0.10
C -2.984812 0.444628 4.204599 0.13 0.20 -0.04
F -2.570138 -0.281153 3.162388 -0.06 -0.02 0.15
F -2.555357 -0.140455 5.323391 -0.06 0.10 -0.07
F -4.310450 0.464346 4.194066 -0.22 -0.12 0.10
C -4.326022 -1.719163 -2.445894 -0.35 0.38 0.32
C -4.753565 -0.854492 -1.251300 0.10 0.05 -0.15
C -3.686395 0.118073 -0.741605 0.02 -0.40 -0.14
C -2.503342 -0.552952 -0.045345 -0.01 -0.08 0.17
N -1.477961 -1.122403 -0.943896 -0.37 0.18 0.19
C -0.437241 -0.431239 -1.389263 0.45 0.04 -0.04
S -0.222800 1.208909 -0.978704 -0.39 0.03 -0.46
N 0.482451 -1.035591 -2.168425 0.04 0.22 -0.03
C 0.426325 -2.329167 -2.837566 -0.34 0.12 -0.10
C 0.425859 -2.193881 -4.364012 -0.31 0.10 0.34
C -0.855198 -1.605868 -4.953821 0.00 0.59 -0.04
C -0.952161 -0.068353 -4.875791 0.21 -0.46 0.38
H -5.193111 -2.256910 -2.832887 0.15 -0.14 -0.01
H -3.560458 -2.435964 -2.152753 0.02 -0.13 -0.12
H -3.942753 -1.090749 -3.247727 0.14 0.01 -0.11
H -5.046381 -1.515245 -0.430426 -0.08 0.04 0.05
H -5.645299 -0.278898 -1.521286 0.08 -0.09 -0.02
H -4.143561 0.791137 -0.018833 -0.01 0.07 0.14
H -3.312562 0.747645 -1.550121 0.03 0.05 -0.08
H -2.861549 -1.377572 0.587821 0.12 0.17 -0.12
H -2.007765 0.181972 0.593196 -0.04 -0.28 -0.11
H -1.547357 -2.088291 -1.207400 -0.13 -0.09 0.04
H 1.204346 -0.402839 -2.494991 -0.13 -0.12 0.08
H -0.491922 -2.852406 -2.536617 0.34 -0.01 -0.04
H 1.287527 -2.912545 -2.513424 -0.05 -0.16 0.04
H 0.579745 -3.187731 -4.767832 0.11 -0.25 -0.11
H 1.276098 -1.586281 -4.663182 0.27 0.07 -0.10
H -1.715802 -2.044116 -4.453551 -0.20 -0.15 0.08
H -0.927486 -1.899293 -6.002912 0.02 -0.03 0.01
H -0.989774 0.297288 -3.845374 0.02 -0.04 -0.13
H -1.840897 0.296360 -5.372191 -0.22 0.05 -0.21
H -0.082532 0.380910 -5.352113 0.07 0.11 -0.08
```
Positions in Å, forces in eV/Å.

Calculated total energy = -4144.74232 Ha
Orbital gap = 8.9 eV
HOMO level = -8.939 eV
ΔE to the lowest compared entry with this formula, charge and spin = 34.1 kJ/mol


A structure of composition C32H55BN13OS3Yb, computed with ωB97M-V with the def2-TZVPD basis set.

Geometry as XYZ:
```
106
Properties=species:S:1:pos:R:3:forces:R:3
Yb 8.646895 10.927682 11.961040 0.41 -0.65 1.15
C 11.694490 14.413694 8.807369 0.21 0.31 1.51
C 10.188922 14.439301 8.509089 -0.38 -1.29 0.66
C 9.734073 15.792774 8.102797 -0.13 -0.20 -2.34
C 9.883388 13.445456 7.384534 0.02 0.66 -0.40
N 9.253548 14.060512 9.636329 1.02 0.83 -0.34
C 8.712234 14.948333 10.585302 1.02 -1.25 1.21
C 8.754341 14.444232 11.844421 0.67 -0.77 -0.70
N 9.516741 13.131665 11.796947 -1.24 1.74 0.35
B 10.782563 13.441950 12.561660 0.51 -1.01 1.49
N 10.415350 13.659894 14.257951 1.25 0.22 -2.00
C 11.400682 14.239991 15.013924 -0.59 -0.39 2.36
C 11.060823 14.148215 16.336358 -1.08 -0.25 -1.64
N 9.805355 13.522108 16.378511 0.31 0.40 -1.05
C 9.445674 13.246064 15.038345 -0.42 -0.64 1.67
S 8.035197 12.432171 14.482628 -0.47 0.01 0.34
C 9.022492 13.312262 17.622411 0.26 -1.62 -0.39
C 8.704514 11.772137 17.715662 1.86 -0.11 1.57
C 9.838413 13.718108 18.857241 -1.44 1.66 0.10
C 7.685703 14.000792 17.589852 -0.69 1.02 0.76
N 12.014961 12.431690 12.617224 -1.10 -1.11 0.03
C 13.221318 12.734098 12.037024 -0.59 -0.93 0.91
C 14.016528 11.662911 12.105216 -0.32 -0.82 -0.22
N 13.236117 10.626918 12.634888 1.44 0.39 0.59
C 12.034007 11.123487 12.978367 0.21 0.27 -0.54
S 10.761339 10.202555 13.652721 -0.29 0.19 -0.10
C 13.808332 9.275022 12.850437 0.74 -0.15 0.54
C 15.368570 9.351915 12.998128 -0.88 -0.32 0.49
C 13.401397 8.649487 14.242955 0.22 -1.06 -1.99
C 13.439512 8.424528 11.621539 0.86 -0.11 0.91
C 9.269185 12.786324 10.305268 0.23 0.12 0.80
S 10.534394 11.554614 9.937082 -0.54 -0.78 0.09
H 12.330406 14.576307 7.919725 -0.54 0.34 0.14
H 12.018078 13.407136 9.197906 -0.46 1.26 -0.04
H 11.817858 15.260834 9.557460 0.58 -1.15 -0.68
H 10.230389 16.004352 7.142789 -0.08 0.32 0.30
H 9.900895 16.587115 8.769966 0.46 0.90 1.08
H 8.675103 15.738757 7.886790 -0.39 0.11 -0.08
H 10.059260 13.902481 6.403643 -0.20 0.07 0.08
H 8.850401 13.188322 7.534053 -0.52 -0.33 -0.51
H 10.484039 12.557798 7.413278 0.23 -0.44 0.29
H 8.265881 15.848170 10.266666 -0.35 0.92 -0.14
H 8.431899 14.812851 12.823776 -0.07 -0.01 -0.76
H 11.388492 14.406964 12.391360 0.15 1.50 -0.64
H 12.317472 14.667818 14.723840 0.60 0.27 -1.09
H 11.542393 14.584939 17.177139 0.17 -0.05 0.39
H 9.719996 11.229930 17.595807 -1.74 0.55 0.06
H 8.002537 11.531984 16.939020 -0.01 -0.39 -0.38
H 8.267032 11.491281 18.734081 0.57 0.54 -1.23
H 10.688651 13.137134 19.084591 0.94 -0.98 -0.06
H 9.143165 13.669741 19.717928 0.45 -0.08 -0.36
H 10.177927 14.770395 18.802132 -0.29 -0.39 -0.02
H 6.941796 13.434380 17.036255 0.00 0.05 0.00
H 7.620500 15.044419 17.278404 0.62 -0.06 -0.57
H 7.407829 14.116012 18.636404 -0.55 -0.48 0.14
H 13.360273 13.672093 11.634252 0.45 1.73 -0.69
H 15.028594 11.490551 11.804281 0.04 0.13 -0.13
H 15.599061 9.934235 13.887701 0.20 0.56 -0.26
H 15.948956 9.600898 12.129674 0.06 0.59 -0.42
H 15.714992 8.368721 13.284973 -0.07 -0.47 -0.20
H 13.197842 9.351801 15.008490 0.18 0.91 0.65
H 14.227288 7.967806 14.496091 -0.47 0.25 0.30
H 12.499333 8.069122 14.131353 -0.26 -0.27 -0.02
H 13.776521 8.856272 10.687693 0.17 0.33 -0.07
H 12.392968 8.282283 11.565415 -1.25 -0.06 -0.04
H 13.902681 7.450433 11.725872 0.12 -0.31 -0.01
C 8.801378 7.344212 11.478408 0.53 0.90 0.28
N 8.566113 6.162419 10.696333 0.88 -0.06 -0.19
C 9.417491 6.294084 9.465537 0.14 -0.89 1.54
N 9.107318 7.464829 8.743381 0.07 0.91 -1.08
C 9.245057 8.659430 9.517705 0.90 -0.33 0.66
N 8.445123 8.616813 10.778031 0.34 0.30 -0.31
C 7.052680 8.522499 10.348863 -1.73 -0.41 0.09
N 6.851571 7.323573 9.477563 -0.88 0.98 1.10
C 7.183970 6.154002 10.303343 0.39 1.65 -0.44
C 7.729350 7.441661 8.341850 -0.39 0.70 0.11
H 9.857748 7.395258 11.726831 0.24 0.11 0.04
H 8.262052 7.380092 12.410785 -0.36 -0.45 0.28
H 9.217643 5.454896 8.819854 0.00 -0.56 -0.14
H 10.467055 6.242894 9.815961 -0.40 0.26 -0.38
H 9.052963 9.542595 8.936604 -0.48 0.29 -0.16
H 10.272909 8.728146 9.770590 1.04 0.27 0.61
H 6.774044 9.476629 9.827635 0.18 -0.92 0.29
H 6.360893 8.403436 11.240448 0.93 0.17 -1.07
H 6.981933 5.273891 9.787564 -0.47 -1.62 -1.10
H 6.575220 6.208181 11.172642 -0.64 -0.13 0.87
H 7.518445 8.410067 7.867918 -0.09 -0.42 -0.25
H 7.549646 6.629770 7.691661 -0.24 -0.94 -1.01
C 6.243270 9.214998 17.281571 0.90 0.06 2.83
N 6.718356 9.387293 15.996647 0.09 0.10 -3.37
C 5.765729 9.811930 14.927577 1.30 0.55 0.41
C 6.631578 9.699458 13.688475 0.51 0.49 0.26
O 6.373561 10.232490 12.585813 0.68 -0.82 1.33
N 7.820221 9.109783 14.036725 -0.81 0.46 -0.96
C 7.847938 8.974831 15.371325 0.37 0.46 -0.57
N 8.989781 8.542598 15.931344 -1.04 -0.04 -1.30
H 7.027305 8.774501 17.940886 -0.49 0.39 -0.39
H 5.409491 8.553572 17.325476 -0.81 -0.63 -0.05
H 5.942847 10.177252 17.716734 0.08 -0.16 0.02
H 5.446176 10.847173 15.045487 0.20 0.10 0.15
H 4.891433 9.210021 14.896050 -0.76 -0.83 0.00
H 9.823464 8.451704 15.352839 -0.45 0.21 0.07
H 9.077410 8.521316 16.897807 0.30 0.00 1.72
C 7.842722 12.207594 10.326944 -0.09 -0.83 -0.52
H 7.079380 12.933585 10.622439 0.18 0.05 -0.30
H 7.611310 11.712444 9.372221 0.06 0.37 0.05
```
Positions in Å, forces in eV/Å.

Calculated total energy = -4417.61751 Ha
Orbital gap (spin up / spin down) = 6.3 / 6.3 eV
Multiplicity = 2
HOMO level (spin up / spin down) = -6.189 / -6.182 eV
ΔE to the lowest compared entry with this formula, charge and spin = 0.0 kJ/mol


An isolated molecule of C18H23N5O3S2, computed with ωB97M-V with the def2-TZVPD basis set.

Geometry as XYZ:
```
51
Properties=species:S:1:pos:R:3:forces:R:3
C -5.345663 -0.687214 -0.915704 0.06 -0.23 0.06
C -4.547711 -1.736152 -0.149859 0.04 0.21 0.11
C -3.296846 -1.168790 0.517683 -0.01 -0.18 -0.25
C -2.251405 -0.706977 -0.500121 -0.61 -0.21 0.01
N -1.058526 -0.246301 0.159848 0.40 0.36 0.14
C -0.840137 0.961765 0.715968 0.27 -0.22 0.01
S -1.943617 2.296741 0.600396 -0.50 0.28 -0.05
C -0.865948 3.558378 1.339039 0.01 -0.36 0.15
C 0.529178 3.605453 0.717456 -0.35 0.27 -0.05
O 1.505803 3.850763 1.383900 0.34 0.15 0.22
N 0.542418 3.455806 -0.624789 -0.06 0.15 -0.48
C 1.774400 3.264983 -1.361089 0.06 0.15 0.07
C 2.058844 1.811864 -1.589224 0.35 -0.15 0.08
C 1.243654 0.871823 -2.143997 0.14 0.26 0.02
C 1.827140 -0.414927 -2.180304 0.14 -0.09 -0.03
C 3.077764 -0.431202 -1.653995 0.26 0.21 0.10
S 3.563460 1.117902 -1.094557 -0.53 -0.08 -0.32
N 0.333642 1.068630 1.312976 0.10 -0.12 0.31
C 0.911939 -0.138094 1.142577 -1.13 -0.55 -0.72
C 0.073857 -0.988640 0.437320 0.61 0.20 0.53
C 0.461856 -2.310338 0.061839 -0.09 0.44 0.16
O -0.190304 -3.110584 -0.584732 -0.23 -0.14 -0.19
N 1.745997 -2.603671 0.529199 0.01 -0.29 -0.02
C 2.284407 -3.917965 0.220459 0.05 -0.26 -0.05
C 2.610254 -1.769459 1.228592 -0.17 0.34 0.05
O 3.721640 -2.137050 1.538026 0.38 -0.15 0.10
N 2.148521 -0.510430 1.548508 0.14 -0.13 0.00
C 3.001060 0.411054 2.270567 0.24 0.09 0.18
H -4.797171 -0.328565 -1.782629 0.01 0.10 -0.13
H -5.572079 0.162051 -0.274796 -0.06 0.14 0.04
H -6.283308 -1.112450 -1.264897 -0.10 0.05 -0.09
H -4.258394 -2.544193 -0.824263 -0.02 -0.11 0.03
H -5.183042 -2.165144 0.627456 0.02 -0.09 -0.04
H -3.570842 -0.325713 1.156695 0.02 0.00 0.09
H -2.844840 -1.940993 1.144072 0.06 0.06 0.05
H -2.644017 0.117461 -1.101392 0.07 -0.09 -0.08
H -1.967168 -1.541772 -1.144303 -0.04 0.16 -0.02
H -1.376703 4.511032 1.192609 -0.01 -0.04 0.00
H -0.766305 3.353887 2.404003 0.11 0.09 -0.11
H -0.311768 3.176660 -1.085168 0.07 0.01 0.17
H 1.695048 3.795632 -2.316711 0.10 -0.04 0.15
H 2.574832 3.711613 -0.767126 -0.09 0.06 -0.15
H 0.259524 1.083367 -2.525859 -0.21 0.09 -0.06
H 1.335555 -1.281903 -2.584279 -0.06 -0.21 -0.06
H 3.754016 -1.257214 -1.559473 0.12 -0.24 0.01
H 2.594252 -4.412746 1.139956 0.02 0.01 -0.07
H 3.152113 -3.822873 -0.432226 0.00 -0.04 0.03
H 1.500541 -4.485395 -0.275563 0.11 0.05 0.05
H 2.940228 0.218572 3.342734 0.04 0.03 0.00
H 4.029436 0.267040 1.943689 -0.08 0.05 0.04
H 2.664426 1.424291 2.061470 0.04 0.00 0.01
```
Positions in Å, forces in eV/Å.

Calculated total energy = -1995.68533 Ha
Orbital gap = 8.4 eV
SMILES string = CCCCn1c(SCC(=O)NCc2cccs2)nc2c1c(=O)n(C)c(=O)n2C
HOMO level = -8.048 eV
ΔE to the lowest compared entry with this formula, charge and spin = 0.0 kJ/mol


Question: The highest ΔE to the lowest compared entry with this formula, charge and spin belongs to which entry?
Answer: C23H28CaF6N6O6S3


Question: calculated total energy of number 3 (C18H23N5O3S2)?
Answer: -1995.68533 Ha


Question: calculated total energy of number 2 (C32H55BN13OS3Yb)?
Answer: -4417.61751 Ha